1.
{
  "formula": "C3H7NO4S",
  "method": "wB97M-V/def2-TZVPD",
  "spin_multiplicity": 1,
  "elements": ["C", "C", "C", "N", "O", "O", "O", "O", "S", "H", "H", "H", "H", "H", "H", "H"],
  "xyz": [[0.972, 0.490, -1.013], [1.223, -1.044, 0.759], [-0.101, 0.913, 0.024], [1.883, -0.349, -0.177], [-1.478, -1.158, 1.268], [-2.662, 0.739, 0.207], [-1.523, -1.088, -1.130], [-0.586, 2.116, -0.241], [-1.549, -0.182, -0.063], [0.510, -0.108, -1.714], [1.652, 1.214, -1.639], [1.921, -1.313, 1.632], [0.289, -1.389, 0.495], [-1.917, -0.678, 1.933], [2.870, -0.329, -0.388], [-1.505, 2.167, 0.047]],
  "nbo_charge": [-0.307, -0.125, -0.085, -0.550, -0.878, -0.967, -0.921, -0.683, 2.245, 0.232, 0.227, 0.209, 0.192, 0.500, 0.404, 0.509]
}

2.
{
  "formula": "C3H7NO4S2",
  "method": "wB97M-V/def2-TZVPD",
  "spin_multiplicity": 3,
  "s2": 2.00,
  "elements": ["C", "C", "C", "N", "O", "O", "O", "O", "S", "S", "H", "H", "H", "H", "H", "H", "H"],
  "xyz": [[-0.621, 0.661, 0.125], [-0.014, -0.740, 0.428], [-1.102, 0.870, -1.253], [0.077, -1.351, 1.680], [2.855, 1.308, 0.550], [1.902, 1.062, -1.696], [0.446, 1.571, 0.345], [1.362, -0.593, -0.144], [-0.701, -1.986, -0.728], [1.787, 0.918, -0.298], [-1.321, 0.815, 0.878], [-1.317, 1.904, -1.361], [-2.116, 0.351, -1.482], [-0.277, 0.726, -1.957], [-0.740, -1.649, 2.290], [0.703, -0.877, 2.416], [-0.922, -2.989, 0.206]],
  "nbo_charge": [0.024, 0.134, -0.673, -0.888, -0.886, -0.910, -0.671, -0.718, 0.363, 2.552, 0.207, 0.232, 0.229, 0.261, 0.401, 0.392, -0.048]
}

3.
{
  "formula": "C3H7NO5P",
  "method": "wB97M-V/def2-TZVPD",
  "spin_multiplicity": 1,
  "smiles": "CO[P@](=O)([O-])O/C(O)=C\\N",
  "total_charge": -1,
  "elements": ["C", "O", "P", "O", "O", "O", "C", "O", "C", "N", "H", "H", "H", "H", "H", "H", "H"],
  "xyz": [[0.865, -2.189, 0.400], [1.484, -0.957, 0.805], [1.892, 0.110, -0.378], [2.381, -0.566, -1.564], [2.489, 1.234, 0.302], [0.166, 0.601, -0.729], [-0.597, 1.301, 0.180], [0.072, 2.075, 1.025], [-1.971, 1.289, 0.228], [-2.718, 0.558, -0.753], [1.679, -2.889, 0.143], [0.268, -1.896, -0.460], [0.184, -2.518, 1.122], [0.995, 1.861, 0.949], [-2.314, 2.170, 0.744], [-2.055, 0.264, -1.526], [-2.819, -0.449, -0.488]],
  "nbo_charge": [-0.248, -0.840, 2.537, -1.134, -1.160, -0.833, 0.617, -0.709, -0.305, -0.847, 0.176, 0.190, 0.170, 0.511, 0.186, 0.357, 0.332]
}

The records above give, respectively, energy relative to the best compared isomer or geometry (same formula, charge and spin) values of 518.0; 0.0; 68.5 kJ/mol.